A structure of composition FH3N2OS at a distorted geometry, computed with wB97M-V/def2-TZVPD.

Element x y z (Å)
N1 1.127 -0.646 0.136
N2 -0.537 -0.046 -0.557
O1 -0.953 1.076 0.158
F1 -1.292 -1.093 -0.013
S1 -0.798 2.484 -0.659
H1 1.326 -0.016 0.887
H2 1.704 -0.573 -0.655
H3 0.542 2.268 -0.425

Spin multiplicity   3
Energy   -684.269436 Ha
LUMO energy (spin up / spin down)   0.1 / -2.1 eV
Net charge   0
Energy above the lowest of the compared OMol25 structures with the same formula, charge and spin   4.2484 eV
Molecular weight   98.10 g mol⁻¹